DFT (the ωB97M-V functional and the def2-TZVPD basis) results for a 13-piece molecular cluster, C52H143N13O13 overall.

Results
E_LUMO   0.61 eV
ΔE to the lowest compared entry with this formula, charge and spin   3.8565 eV
Multiplicity   1
HOMO-LUMO gap   9.13 eV

Last columns: bonded neighbours and bond lengths (Å).
Element x y z (Å)
1 C -2.3594 -6.4116 4.2890  C2 1.536, H7 1.079, H8 1.089, H9 1.075
2 C -2.7458 -5.5390 5.4924  C1 1.536, C3 1.529, N6 1.450, H10 1.081
3 C -2.1193 -4.1486 5.3847  C2 1.529, O4 1.412, H11 1.108, H12 1.137
4 O -0.7079 -4.1394 5.4276  C3 1.412, C5 1.375
5 C -0.1843 -4.7006 6.5682  O4 1.375, H13 1.122, H14 1.101, H15 1.120
6 N -4.1532 -5.2311 5.6538  C2 1.450, H16 1.022, H17 0.993
7 H -1.3198 -6.2110 4.0831  C1 1.079
8 H -2.9726 -6.0874 3.4490  C1 1.089
9 H -2.6519 -7.4144 4.5429  C1 1.075
10 H -2.5441 -6.1300 6.3741  C2 1.081
11 H -2.5072 -3.4111 6.1146  C3 1.108
12 H -2.3655 -3.6669 4.3847  C3 1.137
13 H -0.2573 -5.8174 6.4957  C5 1.122
14 H -0.7525 -4.5024 7.4899  C5 1.101
15 H 0.8615 -4.3491 6.7615  C5 1.120
16 H -4.8554 -5.7201 5.0946  N6 1.022
17 H -4.5067 -5.2747 6.5812  N6 0.993
18 C 1.8559 -3.0427 -5.2772  C19 1.479, H24 1.047, H25 1.143, H26 1.077
19 C 1.3335 -1.6590 -5.2922  C18 1.479, C20 1.485, N23 1.478, H27 1.060
20 C 2.3167 -0.8306 -4.5484  C19 1.485, O21 1.423, H28 1.102, H29 1.114
21 O 1.8541 0.5155 -4.5378  C20 1.423, C22 1.423
22 C 2.7360 1.4508 -5.1487  O21 1.423, H30 1.045, H31 1.129, H32 1.036
23 N 1.2206 -1.1960 -6.6913  C19 1.478, H33 1.011, H34 0.996
24 H 1.9496 -3.4919 -4.3362  C18 1.047
25 H 2.8719 -3.0818 -5.7997  C18 1.143
26 H 1.1839 -3.7064 -5.7945  C18 1.077
27 H 0.4058 -1.5869 -4.7850  C19 1.060
28 H 3.3732 -0.8889 -4.8574  C20 1.102
29 H 2.2471 -1.1862 -3.4951  C20 1.114
30 H 2.1233 2.2581 -5.4046  C22 1.045
31 H 3.2832 1.0204 -6.0373  C22 1.129
32 H 3.3739 1.7863 -4.4050  C22 1.036
33 H 0.9757 -1.8546 -7.4175  N23 1.011
34 H 0.4597 -0.5567 -6.7533  N23 0.996
35 C 2.2481 -1.0358 -0.9666  C36 1.564, H41 1.072, H42 1.083, H43 1.107
36 C 1.0059 -0.1900 -1.4001  C35 1.564, C37 1.610, N40 1.428, H44 1.027
37 C -0.0254 -0.1451 -0.1649  C36 1.610, O38 1.423, H45 1.108, H46 1.035
38 O -0.3541 -1.4806 0.2009  C37 1.423, C39 1.454
39 C -1.1244 -1.5373 1.4323  O38 1.454, H47 1.075, H48 1.074, H49 1.094
40 N 1.1761 1.1881 -1.7351  C36 1.428, H50 1.013, H51 1.027
41 H 2.2409 -1.0612 0.1055  C35 1.072
42 H 3.1946 -0.6516 -1.3248  C35 1.083
43 H 2.1310 -2.0871 -1.2926  C35 1.107
44 H 0.5403 -0.6282 -2.2034  C36 1.027
45 H -0.8446 0.5071 -0.5268  C37 1.108
46 H 0.3491 0.2987 0.6922  C37 1.035
47 H -1.3532 -2.5614 1.6649  C39 1.075
48 H -2.0184 -0.9420 1.4367  C39 1.074
49 H -0.5198 -1.1437 2.2542  C39 1.094
50 H 1.8850 1.4866 -1.0762  N40 1.013
51 H 1.5738 1.3303 -2.6712  N40 1.027
52 C -7.7106 -0.2446 4.9542  C53 1.537, H58 1.087, H59 1.103, H60 1.112
53 C -6.5931 -0.0745 3.9134  C52 1.537, C54 1.531, N57 1.420, H61 1.106
54 C -6.4465 -1.3895 3.1433  C53 1.531, O55 1.442, H62 1.120, H63 1.112
55 O -5.4731 -1.2951 2.0831  C54 1.442, C56 1.401
56 C -5.1168 -2.4691 1.4069  O55 1.401, H64 1.103, H65 1.143, H66 1.109
57 N -6.8165 1.0651 3.0967  C53 1.420, H67 0.992, H68 1.000
58 H -7.5165 -0.8874 5.8096  C52 1.087
59 H -8.6560 -0.5160 4.4553  C52 1.103
60 H -7.8919 0.7685 5.3759  C52 1.112
61 H -5.6899 0.1444 4.5123  C53 1.106
62 H -7.4400 -1.7512 2.7747  C54 1.120
63 H -6.0730 -2.1970 3.8105  C54 1.112
64 H -4.2947 -2.3059 0.6897  C56 1.103
65 H -6.0023 -2.9313 0.8506  C56 1.143
66 H -4.6933 -3.2179 2.1064  C56 1.109
67 H -6.1212 1.0949 2.3899  N57 0.992
68 H -7.7563 1.1990 2.7831  N57 1.000
69 C 4.1913 -5.4698 -2.5901  C70 1.553, H75 1.083, H76 1.114, H77 1.101
70 C 4.9128 -4.9033 -1.3365  C69 1.553, C71 1.547, N74 1.453, H78 1.070
71 C 5.2141 -3.3902 -1.4550  C70 1.547, O72 1.425, H79 1.146, H80 1.072
72 O 5.2512 -2.7224 -2.7130  C71 1.425, C73 1.402
73 C 6.3658 -2.8259 -3.5566  O72 1.402, H81 1.103, H82 1.090, H83 1.143
74 N 4.3664 -5.1082 -0.0059  C70 1.453, H84 0.984, H85 0.993
75 H 3.3253 -4.8319 -2.7169  C69 1.083
76 H 3.9978 -6.5667 -2.5694  C69 1.114
77 H 4.9116 -5.4205 -3.4218  C69 1.101
78 H 5.8769 -5.3648 -1.2891  C70 1.070
79 H 6.1028 -3.1044 -0.7905  C71 1.146
80 H 4.4077 -2.9594 -0.8962  C71 1.072
81 H 7.2226 -2.2731 -3.1369  C73 1.103
82 H 6.0984 -2.4050 -4.5260  C73 1.090
83 H 6.7362 -3.8776 -3.8091  C73 1.143
84 H 3.4364 -4.8130 0.1194  N74 0.984
85 H 4.5406 -6.0135 0.3645  N74 0.993
86 C -2.8713 5.2420 -0.5002  C87 1.503, H92 1.127, H93 1.085, H94 1.105
87 C -1.9665 4.0610 -0.2860  C86 1.503, C88 1.509, N91 1.467, H95 1.107
88 C -1.3128 3.6868 -1.5938  C87 1.509, O89 1.429, H96 1.122, H97 1.102
89 O -2.3435 3.5429 -2.5730  C88 1.429, C90 1.423
90 C -1.9302 3.1118 -3.8645  O89 1.423, H98 1.099, H99 1.095, H100 1.073
91 N -0.8552 4.2847 0.6448  C87 1.467, H101 1.040, H102 1.040
92 H -2.3492 5.9931 -1.1579  C86 1.127
93 H -3.1235 5.7109 0.4448  C86 1.085
94 H -3.7474 4.9380 -1.1016  C86 1.105
95 H -2.5576 3.1924 0.0622  C87 1.107
96 H -0.6702 2.7683 -1.5531  C88 1.122
97 H -0.7021 4.5836 -1.7839  C88 1.102
98 H -1.6206 2.0646 -3.9919  C90 1.099
99 H -1.0996 3.7356 -4.2101  C90 1.095
100 H -2.7408 3.3099 -4.5384  C90 1.073
101 H -1.2092 4.0917 1.6031  N91 1.040
102 H -0.1733 3.5053 0.5502  N91 1.040
103 C -3.9674 -2.5589 -3.1086  C104 1.530, H109 1.131, H110 1.154, H111 1.071
104 C -2.4768 -2.8203 -3.3358  C103 1.530, C105 1.498, N108 1.533, H112 1.068
105 C -2.1556 -2.9180 -4.7960  C104 1.498, O106 1.457, H113 1.069, H114 1.122
106 O -2.7992 -4.1222 -5.3051  C105 1.457, C107 1.409
107 C -2.7151 -4.0923 -6.7108  O106 1.409, H115 1.090, H116 1.071, H117 1.125
108 N -1.5616 -1.7232 -2.7795  C104 1.533, H118 1.031, H119 1.026
109 H -4.6325 -3.2608 -3.6944  C103 1.131
110 H -4.1779 -1.5111 -3.5427  C103 1.154
111 H -4.2706 -2.6937 -2.0902  C103 1.071
112 H -2.0401 -3.6808 -2.8791  C104 1.068
113 H -1.1248 -3.0507 -5.0446  C105 1.069
114 H -2.6002 -1.9960 -5.2559  C105 1.122
115 H -3.2297 -3.2181 -7.1097  C107 1.090
116 H -3.1455 -4.9777 -7.1338  C107 1.071
117 H -1.6527 -3.8981 -7.0266  C107 1.125
118 H -1.4970 -1.7461 -1.7506  N108 1.031
119 H -1.9356 -0.7898 -2.9810  N108 1.026
120 C -3.0577 1.1416 3.6803  C121 1.518, H126 1.080, H127 1.075, H128 1.084
121 C -3.8296 2.4474 3.7317  C120 1.518, C122 1.479, N125 1.470, H129 1.075
122 C -3.1735 3.5181 4.5123  C121 1.479, O123 1.412, H130 1.123, H131 1.126
123 O -1.9182 3.7842 3.9239  C122 1.412, C124 1.427
124 C -1.4385 5.0129 4.4693  O123 1.427, H132 1.078, H133 1.137, H134 1.093
125 N -4.1286 2.8472 2.3490  C121 1.470, H135 1.007, H136 1.032
126 H -2.2632 1.2627 2.9586  C120 1.080
127 H -3.6995 0.3310 3.3875  C120 1.075
128 H -2.6188 0.8089 4.6138  C120 1.084
129 H -4.7888 2.3823 4.2118  C121 1.075
130 H -3.0145 3.2808 5.5986  C122 1.123
131 H -3.8043 4.4504 4.5549  C122 1.126
132 H -1.1130 4.9492 5.4946  C124 1.078
133 H -2.1928 5.8634 4.4679  C124 1.137
134 H -0.5309 5.2300 3.9008  C124 1.093
135 H -4.5111 3.7649 2.1864  N125 1.007
136 H -3.4184 2.5270 1.6717  N125 1.032
137 C 2.8616 -2.2357 4.2425  C138 1.514, H143 1.096, H144 1.104, H145 1.093
138 C 3.0249 -3.3146 3.1937  C137 1.514, C139 1.543, N142 1.484, H146 1.154
139 C 1.7501 -3.6256 2.3818  C138 1.543, O140 1.452, H147 1.091, H148 1.146
140 O 1.9151 -4.6995 1.4184  C139 1.452, C141 1.424
141 C 0.7193 -5.1022 0.7581  O140 1.424, H149 1.095, H150 1.135, H151 1.103
142 N 4.1184 -2.8448 2.3075  C138 1.484, H152 1.019, H153 1.014
143 H 3.8541 -1.9116 4.5768  C137 1.096
144 H 2.4077 -2.6173 5.1733  C137 1.104
145 H 2.2852 -1.3873 3.8637  C137 1.093
146 H 3.3481 -4.3048 3.6913  C138 1.154
147 H 1.4484 -2.7215 1.8499  C139 1.091
148 H 1.0147 -3.9608 3.1937  C139 1.146
149 H 0.1364 -5.8087 1.3579  C141 1.095
150 H 0.9290 -5.5882 -0.2459  C141 1.135
151 H 0.0612 -4.2440 0.5436  C141 1.103
152 H 3.8304 -1.9999 1.8152  N142 1.019
153 H 4.4777 -3.5131 1.6346  N142 1.014
154 C 4.1885 5.2150 2.9524  C155 1.514, H160 1.103, H161 1.092, H162 1.092
155 C 2.8905 4.7254 2.3460  C154 1.514, C156 1.523, N159 1.483, H163 1.101
156 C 2.3840 3.5377 3.1543  C155 1.523, O157 1.425, H164 1.145, H165 1.121
157 O 1.3713 2.8342 2.4398  C156 1.425, C158 1.450
158 C 0.7968 1.7308 3.1845  O157 1.450, H166 1.112, H167 1.087, H168 1.091
159 N 1.9350 5.8574 2.2770  C155 1.483, H169 1.033, H170 1.058
160 H 4.1234 5.7375 3.9219  C154 1.103
161 H 4.7478 5.9421 2.3605  C154 1.092
162 H 4.7815 4.3062 3.0735  C154 1.092
163 H 3.1132 4.2561 1.3758  C155 1.101
164 H 2.0297 3.7618 4.2201  C156 1.145
165 H 3.2661 2.8648 3.3131  C156 1.121
166 H -0.0520 2.1006 3.8011  C158 1.112
167 H 1.5166 1.2094 3.8096  C158 1.087
168 H 0.3945 1.0746 2.4114  C158 1.091
169 H 2.3419 6.5634 1.6415  N159 1.033
170 H 1.0692 5.5601 1.7473  N159 1.058
171 C 7.4155 0.8895 -2.0013  C172 1.473, H177 1.073, H178 1.101, H179 1.149
172 C 5.9898 0.8783 -1.6295  C171 1.473, C173 1.533, N176 1.421, H180 1.076
173 C 5.7788 1.8762 -0.4854  C172 1.533, O174 1.433, H181 1.099, H182 1.098
174 O 4.4655 1.6707 0.0499  C173 1.433, C175 1.407
175 C 4.3952 0.8151 1.1649  O174 1.407, H183 1.082, H184 1.120, H185 1.095
176 N 5.0608 1.0298 -2.6941  C172 1.421, H186 1.056, H187 1.011
177 H 7.5496 0.3528 -2.9206  C171 1.073
178 H 8.1146 0.4701 -1.2607  C171 1.101
179 H 7.7914 1.9559 -2.2076  C171 1.149
180 H 5.8850 -0.1001 -1.1939  C172 1.076
181 H 6.0528 2.8820 -0.8320  C173 1.099
182 H 6.4720 1.7499 0.3569  C173 1.098
183 H 3.3785 0.8799 1.5290  C175 1.082
184 H 5.0985 1.0135 2.0143  C175 1.120
185 H 4.5607 -0.2388 0.9189  C175 1.095
186 H 4.8526 0.1104 -3.1692  N176 1.056
187 H 5.2576 1.7820 -3.3410  N176 1.011
188 C 3.0423 4.0202 -2.7794  C189 1.564, H194 1.097, H195 1.103, H196 1.087
189 C 3.5621 4.7302 -1.4866  C188 1.564, C190 1.507, N193 1.440, H197 1.091
190 C 4.7200 5.6355 -1.8203  C189 1.507, O191 1.414, H198 1.093, H199 1.079
191 O 5.7848 4.8828 -2.3662  C190 1.414, C192 1.415
192 C 6.9230 5.6878 -2.6087  O191 1.415, H200 1.071, H201 1.105, H202 1.092
193 N 2.5208 5.4904 -0.8458  C189 1.440, H203 1.010, H204 1.036
194 H 2.3936 3.1840 -2.4920  C188 1.097
195 H 3.9366 3.6145 -3.2816  C188 1.103
196 H 2.5073 4.7447 -3.3874  C188 1.087
197 H 3.9659 4.0738 -0.7139  C189 1.091
198 H 5.1014 6.1624 -0.9423  C190 1.093
199 H 4.3669 6.4097 -2.4843  C190 1.079
200 H 7.7584 5.1788 -3.0439  C192 1.071
201 H 7.2671 6.1337 -1.6579  C192 1.105
202 H 6.7076 6.4643 -3.3449  C192 1.092
203 H 1.9103 4.9036 -0.2955  N193 1.010
204 H 1.9943 6.0611 -1.5317  N193 1.036
205 C -5.0084 1.0355 -0.1803  C206 1.517, H211 1.087, H212 1.101, H213 1.135
206 C -5.3782 1.1146 -1.6499  C205 1.517, C207 1.535, N210 1.444, H214 1.086
207 C -6.8612 0.8674 -1.9593  C206 1.535, O208 1.399, H215 1.046, H216 1.117
208 O -7.3527 -0.3732 -1.5389  C207 1.399, C209 1.403
209 C -8.7559 -0.3881 -1.5601  O208 1.403, H217 1.093, H218 1.092, H219 1.137
210 N -5.0286 2.3806 -2.2507  C206 1.444, H220 1.023, H221 1.000
211 H -5.3199 0.1180 0.3115  C205 1.087
212 H -5.3013 1.9561 0.3468  C205 1.101
213 H -3.8787 1.1156 -0.1078  C205 1.135
214 H -4.8539 0.3947 -2.2715  C206 1.086
215 H -7.0278 0.9684 -2.9865  C207 1.046
216 H -7.4764 1.6973 -1.5356  C207 1.117
217 H -8.9641 -1.4304 -1.3041  C209 1.093
218 H -9.1560 -0.0797 -2.5286  C209 1.092
219 H -9.2877 0.3129 -0.8407  C209 1.137
220 H -5.3919 3.1497 -1.6823  N210 1.023
221 H -4.0563 2.5184 -2.4409  N210 1.000

Results of the Löwdin charge analysis, in e, for atoms 1 through 6: atom 1 (C): -0.032, atom 2 (C): -0.449, atom 3 (C): -0.207, atom 4 (O): -0.216, atom 5 (C): -0.150, atom 6 (N): 0.024